Record 1
19
Properties=species:S:1:pos:R:3 method="wB97M-V/def2-TZVPD" largest_force_ev_per_a=3.828 molar_mass_g_mol=158.21 energy_ev=-29925.2062 total_charge=0 homo_energy_ev=-6.41 homo_lumo_gap_ev=6.2
O -0.22601 -2.19949 1.10069
C -1.53064 -1.77262 0.74691
C -1.47260 -0.50850 -0.09935
O -1.02241 0.54807 0.86047
C -0.81232 1.82026 0.29845
C 0.09768 1.76608 -0.92356
O 1.29451 1.05148 -0.57784
C 2.34547 1.22330 -1.52067
Ca 0.66663 -0.81787 0.17652
H -2.13004 -1.61544 1.67328
H -2.06220 -2.53773 0.14320
H -2.45963 -0.22047 -0.49436
H -0.42166 2.49436 1.07233
H -1.77556 2.24065 -0.04016
H 0.36681 2.78637 -1.22897
H 2.66175 2.27530 -1.52716
H 3.17948 0.58637 -1.20773
H 2.01232 0.93174 -2.52806
H -0.49776 1.25440 -1.75693


Record 2
20
Properties=species:S:1:pos:R:3 method="wB97M-V/def2-TZVPD" largest_force_ev_per_a=3.144 molar_mass_g_mol=339.97 energy_ev=-23064.3264 total_charge=+1 homo_energy_ev=-13.05 homo_lumo_gap_ev=9.2
C 1.18771 -0.31907 -1.25910
C 1.42597 -0.95602 1.18485
C 0.46087 -0.74565 0.01797
C -0.63674 0.24944 0.41334
C -2.04646 -0.04169 -0.45497
N -0.19320 1.64815 0.20715
I -2.88932 -1.93471 0.13303
I -3.42647 1.62375 -0.13902
H 1.93305 0.45404 -1.07202
H 1.72414 -1.17049 -1.66759
H 0.49097 0.00892 -2.03104
H 1.91526 -0.03303 1.49124
H 2.19789 -1.66276 0.89571
H 0.90236 -1.37427 2.04088
H -0.02109 -1.70871 -0.17169
H -0.91345 0.12358 1.46593
H -1.82698 -0.07919 -1.51776
H -1.02380 2.27849 0.27071
H 0.23896 1.73266 -0.72588
H 0.50033 1.90655 0.91826


Record 3
59
Properties=species:S:1:pos:R:3 method="wB97M-V/def2-TZVPD" largest_force_ev_per_a=1.943 molar_mass_g_mol=344.21 energy_ev=-34162.5178 total_charge=0 homo_energy_ev=-9.43 homo_lumo_gap_ev=8.2
O 6.14363 -1.11964 0.24641
H 6.97351 -0.94040 0.72154
H 5.80318 -0.37151 -0.28555
H 5.38001 -1.47592 0.93535
B 4.13952 -2.18824 1.89799
H 3.97460 -0.99638 2.11132
H 3.61592 -2.80657 2.77491
H 3.59882 -2.44989 0.85028
H 5.31505 -2.51720 1.87372
C 2.24710 -6.64936 -0.56119
C 3.34546 -5.61915 -0.57414
O 3.83247 -5.37277 0.76098
O 2.72780 -7.84157 0.03736
H 2.03529 -6.86427 -1.61357
H 1.32354 -6.29408 -0.10019
H 3.06770 -4.63489 -0.96526
H 4.17500 -5.98690 -1.18765
H 4.67850 -5.81201 0.87287
H 2.73556 -7.69014 0.98902
C 8.09749 -3.78036 3.33763
C 7.21407 -3.61522 4.56535
O 6.21024 -2.62354 4.36425
O 7.33833 -4.41101 2.28009
H 8.91907 -4.45674 3.58178
H 8.51987 -2.82648 3.00254
H 7.77540 -3.22262 5.41448
H 6.75012 -4.58199 4.77269
H 5.86649 -2.65732 3.45946
H 6.85302 -3.76184 1.76599
C 2.34059 -1.24865 -1.91261
C 3.16168 -0.69546 -3.05545
O 2.48101 -0.84471 -4.26833
O 2.84512 -0.72625 -0.70192
H 2.50405 -2.33947 -1.88639
H 1.26666 -1.10110 -2.04405
H 4.14974 -1.16606 -3.06735
H 3.27403 0.37770 -2.82367
H 3.11176 -0.72942 -4.98252
H 2.90783 -1.39812 0.00392
C -1.35101 -2.62710 0.03195
C -1.12867 -3.31788 1.37933
O 0.12847 -3.97876 1.37831
O -1.58206 -3.59215 -0.99198
H -0.42436 -2.08261 -0.21692
H -2.14617 -1.88341 0.02607
H -1.89054 -4.10002 1.44447
H -1.22696 -2.60442 2.19995
H 0.77456 -3.32847 1.70392
H -0.93812 -4.29518 -0.84138
C 1.09125 -0.74118 3.55066
C 1.67081 -1.23808 4.90078
O 2.46963 -2.38099 4.86901
O 1.23269 -1.53786 2.43993
H 1.34991 0.30429 3.35744
H 0.00463 -0.70536 3.66572
H 0.83707 -1.42231 5.58002
H 2.25668 -0.44038 5.38382
H 3.04681 -2.43198 4.09798
H 2.16896 -1.68350 2.21629


Record 4
82
Properties=species:S:1:pos:R:3 method="wB97M-V/def2-TZVPD" largest_force_ev_per_a=3.843 molar_mass_g_mol=596.64 energy_ev=-67220.9182 total_charge=-1 homo_energy_ev=-5.66 homo_lumo_gap_ev=7.7
N -3.02627 1.00423 -2.47379
C -1.80150 1.79063 -2.49055
C -0.55832 1.07847 -3.18483
O 0.21487 1.83139 -3.80885
O -0.42009 -0.17551 -3.02234
S -1.23624 2.35740 -0.81721
O -1.96976 1.75308 0.28868
O -1.30468 3.81421 -0.74789
F 0.39149 1.99768 -0.57432
H -3.83434 1.59330 -2.68403
H -3.21529 0.57612 -1.56568
H -2.00823 2.71818 -3.08535
O 1.19152 -3.97971 1.85718
C 1.34184 -2.80785 2.10975
O 1.12563 -1.88829 1.15961
C 1.09458 -0.47437 1.40535
C 2.48711 0.11582 1.36138
C 1.85266 -2.36928 3.45608
H 0.56997 -0.25083 2.33743
H 0.50212 -0.03842 0.60903
H 3.12680 -0.30284 2.14160
H 2.44960 1.19900 1.48978
H 2.96511 -0.10859 0.40601
H 2.94207 -2.42434 3.46392
H 1.45073 -3.04894 4.20635
H 1.53262 -1.37063 3.74486
O 0.01580 -3.40031 5.77200
C -0.93751 -4.11841 5.60197
O -1.32851 -4.95797 6.57854
C -2.54851 -5.70959 6.54528
C -2.37187 -7.00786 5.78762
C -1.64626 -4.15882 4.27298
H -3.37014 -5.10392 6.15617
H -2.79429 -5.92904 7.58587
H -2.11168 -6.83131 4.74290
H -3.28861 -7.59968 5.81953
H -1.55948 -7.59444 6.22138
H -1.11585 -4.83978 3.60574
H -1.63181 -3.15646 3.84513
H -2.69337 -4.44835 4.33915
O -5.12991 -3.23784 3.79416
C -4.99597 -2.06568 4.04168
O -5.23829 -1.14689 3.09245
C -5.28880 0.26679 3.34030
C -3.90630 0.87803 3.29045
C -4.46813 -1.61349 5.37943
H -5.81087 0.48067 4.27618
H -5.90171 0.69106 2.54373
H -3.25916 0.46587 4.06727
H -3.95696 1.96024 3.42195
H -3.42657 0.66419 2.33349
H -3.37807 -1.65078 5.36492
H -4.84035 -2.29602 6.14341
H -4.79789 -0.61858 5.66968
O -0.40226 5.52729 -4.48135
C 0.78095 5.72645 -4.40075
O 1.39476 6.49824 -5.32588
C 2.74947 6.94510 -5.21839
C 3.71373 5.90467 -5.74921
C 1.61722 5.05928 -3.34243
H 2.98067 7.24909 -4.19502
H 2.81756 7.84740 -5.82988
H 3.66688 4.97971 -5.17124
H 4.73936 6.27887 -5.71843
H 3.46462 5.64628 -6.78056
H 1.89606 4.06045 -3.68216
H 1.02052 4.97408 -2.43425
H 2.51034 5.61903 -3.07073
O 4.29281 2.24073 -4.03358
C 3.93206 1.17559 -4.47451
O 4.80543 0.14579 -4.52362
C 4.43409 -1.19742 -4.84754
C 4.41524 -1.41489 -6.34558
C 2.55707 0.99839 -5.05443
H 3.48921 -1.46679 -4.37155
H 5.19746 -1.83665 -4.39943
H 3.67191 -0.78259 -6.83323
H 4.18966 -2.45725 -6.58051
H 5.38404 -1.15825 -6.78027
H 2.56413 1.33295 -6.09428
H 1.85235 1.61373 -4.47946
H 2.18173 -0.02084 -4.99726